DFT (ωB97M-V with the def2-TZVPD basis set) results for a cluster of 2 separate species, C4H12 in total at a distorted geometry.

The geometry in XYZ format:
```
16
Properties=species:S:1:pos:R:3:mulliken_charge:R:1
C -1.954 -0.133 -0.385 -0.874
C -1.940 -1.500 0.307 -0.831
H -2.865 0.020 -0.971 0.340
H -1.943 0.695 0.321 0.257
H -1.185 -0.013 -1.146 0.263
H -1.391 -1.416 1.231 0.265
H -1.532 -2.277 -0.335 0.256
H -2.953 -1.782 0.588 0.343
C 1.388 0.575 0.545 -0.520
C 2.550 1.008 -0.412 -0.885
H 0.816 1.481 0.722 0.247
H 0.740 -0.102 0.013 -0.002
H 1.812 0.089 1.419 0.333
H 3.440 0.420 -0.204 0.264
H 2.771 2.057 -0.242 0.263
H 2.247 0.878 -1.450 0.281
```

DFT total energy ... -4342.239 eV
Frontier orbital gap ... 0.4706 Eh
SMILES string ... CC.CC
E_LUMO ... 1.17 eV
Energy above the lowest of the compared OMol25 structures with the same formula, charge and spin ... 27.9 kJ/mol